1.
DFT (ωB97M-V/def2-TZVPD) results for 3 unconnected molecules or ions with the total composition C46H48F9I2N4O5S at a distorted geometry.

Structure (XYZ):
```
115
Properties=species:S:1:pos:R:3:forces:R:3:lowdin_charge:R:1
C -0.892514 -0.892658 4.303490 0.230 -0.576 -0.385 -0.17
C 0.239350 -0.109160 3.411872 0.337 -2.236 0.030 -0.78
I 0.513358 1.949786 4.143597 0.388 -1.265 0.282 0.75
C -0.033891 -0.188360 1.768656 0.581 1.345 0.765 -0.67
I -1.023074 1.704327 1.205975 0.314 -1.672 -0.398 1.03
N -0.859708 -1.434065 1.383417 0.890 1.686 -1.139 -0.09
C 0.255605 -2.464607 1.391375 0.467 -0.927 -1.156 -0.13
C 0.505739 -2.577437 -0.224109 0.855 -3.995 0.981 -0.22
C 2.020336 -2.749577 -0.824004 -0.397 0.644 -0.592 -0.13
C 3.023254 -3.691325 0.066138 0.775 0.650 -0.087 -0.18
C 3.319445 -5.156574 -0.679967 -1.106 0.898 1.313 -0.16
C 3.530633 -6.241096 0.524552 0.323 -1.459 -1.020 -0.09
C 5.135567 -6.570941 0.864911 -2.556 -3.403 -0.669 -0.21
F 5.050580 -7.840869 1.687738 0.598 3.667 -2.239 -0.01
F 5.788564 -6.981022 -0.388588 -1.284 1.681 3.849 0.02
C 5.869790 -5.489652 1.802509 -1.569 -2.256 4.714 -0.20
F 4.821135 -4.668041 2.516043 3.103 -3.183 -2.364 -0.01
F 6.564303 -6.244231 2.912621 -2.365 2.482 -3.920 0.01
S 7.100065 -4.329084 1.072808 3.932 4.437 0.777 1.08
F 7.932910 -4.330550 2.607421 -1.529 0.201 -3.513 -0.19
F 6.154310 -3.000231 1.700204 2.171 -2.095 -1.710 -0.22
F 6.289037 -4.116923 -0.409854 1.517 -1.085 2.812 -0.19
F 8.158045 -5.538763 0.497517 -2.946 2.398 1.101 -0.15
F 8.240779 -3.163372 0.547981 -2.386 -2.465 0.867 -0.17
N -0.379500 -1.599605 -1.026086 -1.409 -0.880 5.231 -0.04
O -0.653911 -2.385059 -2.081132 -2.605 -0.710 -3.325 -0.05
C -1.477774 -1.324948 -0.026311 0.319 0.393 1.534 -0.12
N -2.808880 -1.018917 -0.154647 2.879 -0.416 0.295 -0.08
C -3.428367 -0.859924 -1.524743 0.697 -1.178 -1.944 -0.02
C -3.749979 -0.818173 1.049766 -0.961 -0.119 0.727 -0.14
C -4.427831 -2.222098 1.581052 -0.848 0.567 0.871 -0.16
C -6.044269 -1.899078 1.862203 -0.453 -1.155 -0.251 -0.20
C -6.682988 -2.902629 3.033897 0.099 0.614 0.057 -0.19
C -7.182435 -2.020997 4.344852 0.039 -0.112 -0.116 -0.28
N -6.467620 -2.499847 5.600586 0.128 -0.295 -1.257 -0.07
H -1.976765 -0.638135 3.936619 2.108 -0.436 0.745 0.07
H -0.798964 -0.670996 5.450594 -0.070 -0.242 -2.383 0.09
H -0.689470 -2.059313 4.157461 -0.633 2.483 0.283 0.09
H 1.263690 -0.695401 3.585055 -2.134 1.584 -0.235 0.09
H 1.015119 -0.172085 1.198986 -2.387 0.002 1.146 0.12
H 1.277733 -2.217019 1.907125 -2.254 0.360 -0.782 0.13
H -0.110771 -3.414587 1.988882 0.599 1.598 -1.848 0.15
H 0.030817 -3.646652 -0.460472 0.804 2.197 0.392 0.16
H 1.898582 -3.275264 -1.888720 0.245 1.393 2.280 0.13
H 2.440857 -1.657689 -1.000449 -0.627 -2.307 0.392 0.13
H 4.032807 -3.067923 0.198432 -2.181 -1.515 -0.304 0.11
H 2.647016 -3.883281 1.180762 0.564 0.397 -2.526 0.11
H 4.179335 -5.104309 -1.471407 -1.596 -0.177 1.740 0.13
H 2.324745 -5.441191 -1.237066 1.975 0.410 1.047 0.12
H 2.901717 -6.022667 1.503958 1.716 -0.213 -2.073 0.14
H 3.104316 -7.279370 0.116552 1.335 2.104 1.006 0.15
H -1.443598 -2.980914 -1.923187 1.239 0.774 0.057 0.15
H -2.571463 -0.483776 -2.260415 -2.071 -0.527 1.607 0.13
H -3.695179 -1.955302 -1.906473 0.240 2.415 0.787 0.12
H -4.394344 -0.194776 -1.558038 2.229 -1.245 0.428 0.13
H -3.213983 -0.310683 1.963678 -0.897 -0.887 -2.250 0.09
H -4.617599 -0.116757 0.637248 2.104 -1.448 0.918 0.14
H -3.987585 -2.479178 2.657670 -0.643 0.438 -2.541 0.12
H -4.278225 -3.136023 0.846882 -0.310 1.977 1.504 0.13
H -6.207214 -0.774494 2.160890 0.494 -2.218 -0.477 0.11
H -6.691775 -2.100231 0.900670 1.533 0.595 1.625 0.11
H -5.865342 -3.687696 3.404102 -1.720 1.757 -0.859 0.11
H -7.595483 -3.516027 2.625353 1.854 1.230 0.593 0.11
H -6.942450 -0.867121 4.238458 -0.546 -2.424 0.020 0.11
H -8.361092 -2.137514 4.468420 2.645 0.238 -0.116 0.12
H -5.455494 -2.197447 5.566526 -1.582 -0.583 -0.065 0.07
H -6.487592 -3.551040 5.564333 0.194 1.477 0.267 0.07
C 4.599827 1.810152 -7.885697 0.075 -0.199 0.291 -0.05
C 4.652436 3.119427 -7.408164 0.105 -0.053 0.360 -0.05
C 5.007705 3.364848 -6.080828 -0.091 -0.019 -0.307 0.01
C 5.299729 2.296438 -5.224269 -0.188 0.194 -0.547 -0.09
C 5.223187 0.986277 -5.695175 -0.147 0.184 -0.556 -0.09
C 4.883649 0.742899 -7.032407 -0.080 0.232 -0.176 0.01
C 5.480713 -0.150446 -4.787642 -0.074 -1.290 -0.610 -0.28
O 5.417158 -1.301525 -5.201409 -0.002 0.616 0.295 0.10
C 5.807069 0.119679 -3.373215 0.112 -0.215 0.629 -0.09
C 5.996688 -0.949777 -2.488256 0.047 0.060 0.365 0.01
C 6.318774 -0.703240 -1.151919 -0.130 -0.009 -0.369 -0.06
C 6.461315 0.607955 -0.698793 -0.095 0.225 -0.287 -0.05
C 6.267487 1.675330 -1.576851 0.023 -0.244 0.211 0.01
C 5.930054 1.430372 -2.914561 0.160 -0.255 0.622 -0.08
C 5.691988 2.566445 -3.826711 0.146 1.532 0.408 -0.28
O 5.812513 3.719188 -3.428152 -0.102 -0.794 -0.217 0.10
H 4.331917 1.619299 -8.922578 0.062 0.018 0.203 0.11
H 4.418851 3.950534 -8.069890 0.064 -0.148 0.139 0.11
H 5.051767 4.389855 -5.716389 0.065 -0.320 0.063 0.12
H 4.835179 -0.276698 -7.410709 0.053 0.194 0.255 0.12
H 5.890385 -1.976548 -2.834733 0.032 0.302 -0.107 0.12
H 6.460429 -1.535040 -0.465250 0.004 0.199 -0.161 0.07
H 6.719317 0.800169 0.340392 -0.029 -0.022 -0.199 0.11
H 6.375658 2.696393 -1.214756 -0.067 -0.191 -0.265 0.12
C -7.330618 8.201263 2.823064 0.235 -0.255 -0.098 -0.05
C -7.434978 9.003061 1.686738 0.225 -0.188 -0.240 -0.05
C -6.718908 8.676950 0.533844 -0.173 0.098 0.229 0.01
C -5.885833 7.551654 0.520860 -0.353 0.367 0.284 -0.09
C -5.762584 6.764079 1.664830 -0.364 0.302 0.302 -0.09
C -6.495725 7.082969 2.815274 -0.168 0.238 0.006 0.01
C -4.848872 5.603466 1.678407 -0.051 -0.620 1.274 -0.28
O -4.742717 4.909034 2.681762 0.010 0.267 -0.601 0.10
C -4.058980 5.297325 0.469099 0.475 -0.341 -0.355 -0.08
C -3.145958 4.234823 0.487092 0.163 -0.034 -0.390 -0.05
C -2.404615 3.930135 -0.656540 -0.415 0.361 0.148 -0.15
C -2.579116 4.677393 -1.821027 -0.266 0.277 0.056 -0.05
C -3.483860 5.739900 -1.840084 0.233 -0.267 -0.003 0.02
C -4.218035 6.056339 -0.689351 0.510 -0.484 -0.287 -0.08
C -5.146070 7.204263 -0.708777 -0.360 1.056 -1.248 -0.27
O -5.296617 7.864414 -1.730408 0.174 -0.547 0.691 0.11
H -7.895747 8.450135 3.718617 0.122 -0.064 -0.167 0.11
H -8.075916 9.881852 1.696980 0.127 -0.174 -0.024 0.11
H -6.809330 9.304571 -0.351205 0.124 -0.277 0.136 0.12
H -6.415027 6.464897 3.707750 0.105 0.067 -0.298 0.12
H -3.006040 3.644428 1.391228 -0.284 0.329 -0.067 0.05
H -1.692402 3.107997 -0.638780 -0.278 0.452 -0.366 -0.06
H -2.007070 4.435724 -2.714209 -0.104 0.077 0.160 0.11
H -3.611188 6.321905 -2.751369 -0.086 -0.027 0.323 0.13
```
Forces are in eV/Å.

LUMO level: -4.20 eV
Orbital gap: 7.00 eV
E: -116150.9450 eV
Net charge: +1
Strongest force on any atom: 5.98 eV Å⁻¹

---

2.
DFT (ωB97M-V/def2-TZVPD) results for a molecular structure, C4H8N2.

Structure (XYZ):
```
14
Properties=species:S:1:pos:R:3:forces:R:3:lowdin_charge:R:1
C -0.895575 1.433126 0.018303 -0.200 -0.443 -0.156 -0.17
C 2.129262 -0.593711 0.265139 -0.026 -0.056 -0.004 -0.09
C -1.667589 -0.492972 -0.203462 0.276 0.335 0.178 -0.07
C 0.896487 0.077445 -0.275410 0.003 0.808 0.108 -0.35
N 0.249189 0.961936 0.500047 0.113 -0.721 -0.001 -0.09
N -2.616867 -1.182434 0.036454 0.560 -0.039 0.247 0.13
H -3.479601 -1.101571 0.550224 -0.008 0.265 -0.306 0.08
H -1.004549 1.659319 -1.048499 -0.068 -0.027 0.066 0.08
H -1.515523 2.015589 0.695091 0.037 0.033 -0.091 0.07
H -0.349276 -0.744848 -0.374726 -0.449 -0.020 -0.098 0.09
H 0.909988 0.250295 -1.363683 -0.180 -0.143 0.050 0.12
H 2.333602 -1.521208 -0.273129 -0.016 0.019 0.047 0.07
H 3.004999 0.051703 0.148114 -0.055 -0.011 0.001 0.07
H 2.005454 -0.812669 1.325536 0.014 0.000 -0.041 0.07
```
Forces are in eV/Å.

LUMO level: 0.98 eV
Orbital gap: 9.86 eV
E: -7253.8999 eV
Strongest force on any atom: 0.82 eV Å⁻¹
Relative energy (zero: lowest compared OMol25 entry of this formula, charge and spin): 3.976 eV